DFT (ωB97M-V/def2-TZVPD) results for a cluster of 2 separate species, C9H14 in total in a non-equilibrium geometry.

Values from the calculation:
F_max, eV Å⁻¹: 4.75
2S+1: 1

Last column: Mulliken charge in e.
Positions of all 23 atoms, in Å:
C  1.32329  -2.24742  0.90650  -1.058
C  0.93068  -0.47903  2.52092  -0.706
C  1.06053  -0.82750  1.17534  0.646
C  0.91473  0.85777  2.87239  -0.317
C  0.78005  0.18732  0.24738  -0.191
C  0.78803  1.94874  1.96592  -0.486
C  0.95653  1.58157  0.60790  -0.571
H  0.97513  -1.18208  3.23036  0.436
H  0.83192  1.05814  3.93915  0.305
H  0.41202  -2.68707  0.20686  0.219
H  1.47214  -2.93208  1.75970  0.359
H  0.48688  -0.18588  -0.71202  0.354
H  0.59009  2.96180  2.31878  0.374
H  0.93181  2.08564  -0.31994  0.349
H  2.28028  -2.14462  0.19046  0.242
C  -1.30558  0.19362  -3.18347  -0.745
C  -2.36989  0.34298  -2.09098  -0.754
H  -1.02306  -0.85951  -3.49288  0.249
H  -1.57165  0.71535  -4.02211  0.379
H  -0.35148  0.53851  -2.71284  0.129
H  -2.05399  0.37539  -0.97272  0.195
H  -3.06342  -0.48778  -2.23000  0.261
H  -2.99504  1.18615  -2.20468  0.331



DFT (ωB97M-V/def2-TZVPD) results for a cluster of 2 separate species, C9H14 in total in a non-equilibrium geometry.

Values from the calculation:
F_max, eV Å⁻¹: 1.34
2S+1: 1

Last column: Mulliken charge in e.
Positions of all 23 atoms, in Å:
C  0.27692  -0.27708  -0.13913  -1.353
C  -3.51240  -0.34071  -0.13547  -0.532
C  -3.78457  -1.70238  -0.12996  -0.402
C  -2.20576  0.11247  -0.23645  -0.401
C  -1.14148  -0.78673  -0.16511  0.841
C  -2.74005  -2.60962  -0.03081  -0.498
C  -1.43843  -2.13674  -0.04503  -0.373
H  -4.31740  0.37148  -0.28276  0.327
H  -4.80434  -2.06453  -0.08805  0.346
H  -2.05417  1.18175  -0.33310  0.319
H  -2.96373  -3.65809  0.08138  0.367
H  0.96118  -1.04211  -0.49343  0.352
H  0.53762  -0.15109  0.89585  0.319
H  -0.58640  -2.81218  -0.03276  0.302
H  0.32042  0.68942  -0.62630  0.299
C  3.59809  2.26819  0.90261  -0.875
C  3.32888  1.59849  -0.44787  -0.287
H  3.74817  1.50523  1.66776  0.270
H  4.50285  2.87456  0.85147  0.303
H  2.71941  2.83941  1.19525  0.278
H  3.13955  2.26123  -1.29075  0.307
H  2.39827  1.04098  -0.29608  -0.228
H  4.01737  0.83803  -0.82127  0.319



DFT (ωB97M-V/def2-TZVPD) results for a cluster of 2 separate species, C9H14 in total in a non-equilibrium geometry.

Values from the calculation:
F_max, eV Å⁻¹: 2.59
2S+1: 1

Last column: Mulliken charge in e.
Positions of all 23 atoms, in Å:
C  -2.52901  -1.79045  2.54366  -0.808
C  -2.41894  -0.27936  2.61323  -0.600
H  -1.62571  -2.30012  2.11966  0.228
H  -2.59342  -2.13779  3.60437  0.231
H  -3.34751  -2.32601  2.08289  0.307
H  -2.29357  0.03864  3.70602  0.214
H  -1.51098  -0.14798  2.03349  0.137
H  -3.22818  0.35561  2.26312  0.289
C  1.16126  -1.63518  -1.62416  -1.345
C  0.32057  0.61155  -1.88800  -0.356
C  1.38138  -0.14709  -1.40282  0.780
C  0.31240  2.01554  -1.84607  -0.503
C  2.38016  0.56460  -0.70291  -0.533
C  1.36304  2.67304  -1.23045  -0.394
C  2.43163  1.94047  -0.77520  -0.403
H  -0.42193  0.07425  -2.46289  0.334
H  -0.62787  2.44989  -2.19827  0.320
H  0.09496  -1.93979  -1.63982  0.341
H  1.54599  -2.39333  -0.89973  0.351
H  3.25046  0.02411  -0.39748  0.353
H  1.35574  3.72127  -1.02970  0.380
H  3.23456  2.48985  -0.35721  0.379
H  1.76496  -1.86171  -2.51172  0.297



DFT (ωB97M-V/def2-TZVPD) results for a cluster of 2 separate species, C9H14 in total in a non-equilibrium geometry.

Values from the calculation:
F_max, eV Å⁻¹: 2.30
2S+1: 1

Last column: Mulliken charge in e.
Positions of all 23 atoms, in Å:
C  -2.90960  -0.84820  2.79451  -0.741
C  -2.87241  -2.13336  1.96578  -0.850
H  -2.32157  -1.06244  3.67311  0.243
H  -2.51288  0.01304  2.26131  0.172
H  -3.88531  -0.56397  3.18455  0.335
H  -1.91741  -2.63697  1.98721  0.286
H  -3.66639  -2.80947  2.28653  0.315
H  -3.09312  -1.95929  0.90672  0.244
C  3.72338  0.79758  -1.66040  -1.381
C  1.35047  0.92781  -2.47263  -0.574
C  2.24518  0.92252  -1.40998  0.982
C  -0.01172  0.94763  -2.19968  -0.275
C  1.74714  0.72671  -0.11479  -0.682
C  -0.52304  0.85291  -0.91932  -0.563
C  0.39158  0.67067  0.12858  -0.240
H  1.67627  0.98218  -3.50281  0.353
H  -0.77451  0.93196  -2.95056  0.337
H  4.29121  1.14943  -0.79521  0.371
H  4.03816  1.37547  -2.52871  0.366
H  2.48919  0.76780  0.67640  0.281
H  -1.54432  0.80775  -0.62857  0.392
H  0.04530  0.37819  1.10437  0.348
H  4.03440  -0.23795  -1.78643  0.280



DFT (ωB97M-V/def2-TZVPD) results for a cluster of 2 separate species, C9H14 in total in a non-equilibrium geometry.

Values from the calculation:
F_max, eV Å⁻¹: 4.21
2S+1: 1

Last column: Mulliken charge in e.
Positions of all 23 atoms, in Å:
C  -0.41072  -3.49973  1.61364  -1.435
C  1.42802  -0.00259  -0.01920  -0.580
C  1.22517  -0.02762  1.36176  -0.552
C  0.93318  -0.94107  -0.90206  -0.463
C  0.69032  -1.19091  1.91146  -0.602
C  0.22197  -2.04371  -0.37497  -0.358
C  0.16889  -2.20871  1.02751  0.798
H  1.80436  0.88083  -0.52734  0.577
H  1.44319  0.81411  1.86941  0.496
H  1.29988  -0.98611  -1.95043  0.327
H  0.34642  -1.18383  2.87482  0.352
H  -0.22198  -2.81201  -0.99335  0.392
H  -1.53705  -3.57233  1.34793  0.286
H  -0.46334  -3.51148  2.65227  0.408
H  0.14550  -4.31279  1.29038  0.348
C  -0.10046  2.88926  -1.15523  -0.530
C  -1.59527  3.29391  -1.63498  -0.978
H  0.51493  3.26058  -1.92493  0.304
H  0.19915  3.27814  -0.15714  0.314
H  -0.17453  1.80278  -1.14812  0.011
H  -2.14577  3.80252  -0.88609  0.279
H  -1.63181  3.85104  -2.57099  0.281
H  -2.14004  2.41972  -1.70434  0.325



DFT (ωB97M-V/def2-TZVPD) results for a cluster of 2 separate species, C9H14 in total in a non-equilibrium geometry.

Values from the calculation:
F_max, eV Å⁻¹: 2.98
2S+1: 1

Last column: Mulliken charge in e.
Positions of all 23 atoms, in Å:
C  1.36430  -3.61067  1.31892  -0.835
C  0.03227  -3.79541  2.02441  -0.754
H  1.66842  -2.57411  1.25095  0.286
H  2.11833  -4.19904  1.84930  0.288
H  1.32247  -4.09989  0.34084  0.265
H  0.14358  -3.51847  3.07702  0.261
H  -0.27695  -4.82580  1.92759  0.282
H  -0.77367  -3.16070  1.64599  0.212
C  0.71436  2.57816  -2.68477  -1.400
C  -0.39404  3.17088  -0.55588  -0.285
C  0.03799  2.15667  -1.41995  0.781
C  -1.06201  2.73345  0.61593  -0.626
C  -0.25912  0.81920  -1.15602  -0.220
C  -1.46224  1.43504  0.73413  -0.117
C  -1.11780  0.39373  -0.12687  -0.752
H  -0.39723  4.23684  -0.72154  0.363
H  -1.49683  3.56814  1.15666  0.289
H  0.89578  1.74346  -3.35979  0.341
H  1.75626  2.86615  -2.43309  0.294
H  0.24718  0.08159  -1.77204  0.284
H  -2.11945  1.21367  1.57645  0.297
H  -1.32712  -0.65763  -0.03967  0.406
H  0.38552  3.44475  -3.24858  0.341



Sequential HOMO energy output: -0.3183 -0.3315 -0.3334 -0.3318 -0.3257 -0.3288 Eh
Sequential ΔE to the lowest compared entry with this formula, charge and spin output: 229.8 35.9 124.6 44.5 146.5 81.5 kJ/mol
Sequential frontier orbital gap output: 9.647 9.949 9.963 10.031 9.887 9.923 eV